Here is an isolated molecule of C6H11N3O at a distorted geometry from the Open Molecules 2025 dataset. Energies are from wB97M-V/def2-TZVPD.

Each atom is followed by the atoms it is bonded to, with distances in Å.
Positions of all 21 atoms, in Å:
1 O 0.828 0.598 3.190  N3 1.231
2 N 0.518 1.904 1.458  N3 1.247, C7 1.404
3 N 0.323 0.850 2.096  O1 1.231, N2 1.247
4 N -1.417 -1.202 -0.105  C8 1.393, C10 1.367, H13 1.037
5 C 0.990 -1.446 -0.598  C8 1.536, C9 1.547, H15 1.097, H18 1.102
6 C -0.163 0.859 -0.942  C7 1.733, C9 1.518, C10 1.494, H14 1.087
7 C -0.146 2.126 0.240  N2 1.404, C6 1.733, H11 1.113, H16 1.039
8 C -0.217 -1.789 0.289  N4 1.393, C5 1.536, H17 1.136, H20 1.129
9 C 1.131 0.086 -0.762  C5 1.547, C6 1.518, H12 1.128, H19 1.129
10 C -1.382 0.034 -0.686  N4 1.367, C6 1.494, H21 1.096
11 H -1.239 2.330 0.279  C7 1.113
12 H 1.818 0.299 -1.630  C9 1.128
13 H -2.351 -1.579 0.144  N4 1.037
14 H -0.359 1.430 -1.846  C6 1.087
15 H 0.583 -1.807 -1.550  C5 1.097
16 H 0.420 2.913 -0.136  C7 1.039
17 H -0.105 -1.597 1.404  C8 1.136
18 H 1.774 -2.076 -0.146  C5 1.102
19 H 1.602 0.428 0.205  C9 1.129
20 H -0.341 -2.906 0.182  C8 1.129
21 H -2.265 0.544 -1.086  C10 1.096

- energy above the lowest of the compared OMol25 structures with the same formula, charge and spin (kcal/mol) = 147.04
- highest occupied orbital energy (spin up / spin down) (eV) = -6.50 / -6.49
- E_LUMO (spin up / spin down) (eV) = -0.633 / -0.635
- DFT total energy (hartree) = -474.531835
- gap between HOMO and LUMO (spin up / spin down) (eV) = 5.9 / 5.9


Here is the ion C6H11N3O with charge +2 at a distorted geometry from the Open Molecules 2025 dataset. Energies are from wB97M-V/def2-TZVPD.

Each atom is followed by the atoms it is bonded to, with distances in Å.
Positions of all 21 atoms, in Å:
1 O 3.249 -0.199 -1.171  C8 1.263, H14 0.978
2 N 0.154 -0.919 1.803  C9 1.467, H15 1.036, H20 0.946
3 N -1.038 -0.424 -0.212  C5 1.420, C7 1.282, C9 1.488
4 N -0.926 1.789 0.511  C7 1.396, C10 1.277, H16 1.021
5 C -1.603 -1.345 -1.134  N3 1.420, H11 1.160, H17 1.104, H18 1.144
6 C 1.233 0.448 0.009  C8 1.389, C9 1.525, C10 1.746
7 C -1.623 0.699 -0.013  N3 1.282, N4 1.396, H12 1.068
8 C 2.471 0.614 -0.599  O1 1.263, C6 1.389, H21 1.096
9 C 0.306 -0.712 0.359  N2 1.467, N3 1.488, C6 1.525, H13 1.107
10 C 0.344 1.812 0.638  N4 1.277, C6 1.746, H19 1.076
11 H -2.747 -1.213 -1.269  C5 1.160
12 H -2.610 0.826 -0.403  C7 1.068
13 H 0.601 -1.696 -0.052  C9 1.107
14 H 2.834 -1.083 -1.124  O1 0.978
15 H 0.018 -0.030 2.319  N2 1.036
16 H -1.594 2.490 0.834  N4 1.021
17 H -1.021 -1.376 -2.071  C5 1.104
18 H -1.568 -2.406 -0.707  C5 1.144
19 H 0.881 2.743 0.695  C10 1.076
20 H -0.280 -1.632 2.249  N2 0.946
21 H 2.919 1.612 -0.663  C8 1.096

- energy above the lowest of the compared OMol25 structures with the same formula, charge and spin (kcal/mol) = 71.47
- SMILES = C[N+]1=C[NH+]=C/C(=C/O)[C@H]1N
- highest occupied orbital energy (eV) = -18.02
- charge = +2
- E_LUMO (eV) = -10.408
- DFT total energy (hartree) = -473.969718
- gap between HOMO and LUMO (eV) = 7.6


Here is a cluster of 2 separate species, C6H11N3O2S in total at a distorted geometry from the Open Molecules 2025 dataset. Energies are from wB97M-V/def2-TZVPD.

Each atom is followed by the atoms it is bonded to, with distances in Å.
Positions of all 23 atoms, in Å:
1 S -1.415 2.283 -0.336  N4 1.658, C9 1.845
2 O 3.359 -1.126 -0.493  N6 1.342, H14 0.960
3 O 4.842 0.217 0.424  N6 1.185
4 N -1.197 0.646 -0.188  S1 1.658, N5 1.285
5 N -2.171 -0.104 0.187  N4 1.285, C10 1.502, H20 1.028
6 N 3.712 -0.130 0.334  O2 1.342, O3 1.185, C7 1.404
7 C 2.581 0.492 0.885  N6 1.404, C8 1.319, H21 1.122
8 C 1.326 0.212 0.594  C7 1.319, H15 1.076, H16 1.053
9 C 0.257 2.768 -0.950  S1 1.845, H13 1.124, H18 1.104, H22 0.989
10 C -1.989 -1.595 0.167  N5 1.502, C11 1.485, H17 1.089, H23 1.040
11 C -3.307 -2.281 0.169  C10 1.485, C12 1.252
12 C -4.478 -2.706 0.294  C11 1.252, H19 1.016
13 H 0.898 1.899 -0.639  C9 1.124
14 H 3.925 -1.061 -1.265  O2 0.960
15 H 1.017 -0.454 -0.192  C8 1.076
16 H 0.579 0.513 1.273  C8 1.053
17 H -1.584 -1.889 -0.800  C10 1.089
18 H 0.192 2.673 -2.048  C9 1.104
19 H -5.340 -3.170 0.021  C12 1.016
20 H -3.112 0.248 0.408  N5 1.028
21 H 2.952 1.040 1.791  C7 1.122
22 H 0.568 3.647 -0.619  C9 0.989
23 H -1.613 -2.122 0.982  C10 1.040

- energy above the lowest of the compared OMol25 structures with the same formula, charge and spin (kcal/mol) = 189.50
- highest occupied orbital energy (eV) = -16.31
- charge = +2
- E_LUMO (eV) = -10.366
- DFT total energy (hartree) = -947.180530
- gap between HOMO and LUMO (eV) = 5.9


Here is an isolated molecule of C6H11N3S at a distorted geometry from the Open Molecules 2025 dataset. Energies are from wB97M-V/def2-TZVPD.

Each atom is followed by the atoms it is bonded to, with distances in Å.
Positions of all 21 atoms, in Å:
1 S 2.256 -1.175 1.296  C10 1.599
2 N 1.919 1.144 -0.133  N4 1.337, C7 1.465, C10 1.344
3 N -0.332 -0.570 0.041  C5 1.314, C8 1.510
4 N 0.654 1.498 0.115  N2 1.337, C5 1.374
5 C -0.286 0.620 0.596  N3 1.314, N4 1.374, C6 1.473
6 C -1.367 1.271 1.356  C5 1.473, H12 1.105, H17 1.097, H20 1.036
7 C 2.641 1.788 -1.233  N2 1.465, H13 1.065, H16 1.014, H18 1.178
8 C -1.508 -1.481 0.304  N3 1.510, C9 1.561, H15 1.085, H21 1.125
9 C -1.573 -2.474 -0.898  C8 1.561, H11 1.101, H14 1.097, H19 1.053
10 C 2.589 0.199 0.548  S1 1.599, N2 1.344
11 H -1.077 -1.928 -1.715  C9 1.101
12 H -1.204 2.364 1.341  C6 1.105
13 H 1.968 2.602 -1.373  C7 1.065
14 H -2.587 -2.865 -1.043  C9 1.097
15 H -1.367 -1.990 1.252  C8 1.085
16 H 3.582 2.135 -1.089  C7 1.014
17 H -1.353 0.874 2.379  C6 1.097
18 H 2.608 1.116 -2.200  C7 1.178
19 H -0.920 -3.293 -0.791  C9 1.053
20 H -2.230 0.983 0.861  C6 1.036
21 H -2.414 -0.819 0.386  C8 1.125

- energy above the lowest of the compared OMol25 structures with the same formula, charge and spin (kcal/mol) = 99.58
- highest occupied orbital energy (spin up / spin down) (eV) = -8.09 / -7.56
- E_LUMO (spin up / spin down) (eV) = -0.544 / -1.163
- DFT total energy (hartree) = -797.491226
- gap between HOMO and LUMO (spin up / spin down) (eV) = 7.5 / 6.4


Here is the ion C6H11N3S with charge +2 at a distorted geometry from the Open Molecules 2025 dataset. Energies are from wB97M-V/def2-TZVPD.

Each atom is followed by the atoms it is bonded to, with distances in Å.
Positions of all 21 atoms, in Å:
1 S -0.907 -2.109 0.655  C6 1.674, C7 1.895
2 N 1.020 -0.098 -1.529  C5 1.480, C10 1.257, H17 1.051
3 N -0.320 1.612 1.834  C8 1.326, C9 1.430, H14 1.022
4 N 1.462 1.509 0.141  C8 1.337, C10 1.389, H20 1.010
5 C 0.508 -1.447 -1.855  N2 1.480, C7 1.578, H16 1.198, H18 1.074
6 C -1.154 -0.457 0.758  S1 1.674, C9 1.497, H13 1.053
7 C -0.849 -1.958 -1.233  S1 1.895, C5 1.578, H15 1.062, H19 1.019
8 C 0.757 2.001 1.165  N3 1.326, N4 1.337, H21 1.068
9 C -0.964 0.348 2.006  N3 1.430, C6 1.497, H11 1.049, H12 1.174
10 C 1.100 0.251 -0.324  N2 1.257, N4 1.389
11 H -1.904 0.489 2.449  C9 1.049
12 H -0.269 -0.172 2.798  C9 1.174
13 H -1.492 0.122 -0.054  C6 1.053
14 H -0.581 2.292 2.550  N3 1.022
15 H -1.059 -2.926 -1.616  C7 1.062
16 H 1.414 -2.231 -1.858  C5 1.198
17 H 1.380 0.321 -2.423  N2 1.051
18 H 0.225 -1.493 -2.890  C5 1.074
19 H -1.398 -1.152 -1.529  C7 1.019
20 H 1.912 2.136 -0.510  N4 1.010
21 H 1.119 2.961 1.464  C8 1.068

- energy above the lowest of the compared OMol25 structures with the same formula, charge and spin (kcal/mol) = 41.38
- highest occupied orbital energy (spin up / spin down) (eV) = -16.96 / -16.96
- charge = +2
- E_LUMO (spin up / spin down) (eV) = -9.463 / -9.464
- DFT total energy (hartree) = -796.905239
- gap between HOMO and LUMO (spin up / spin down) (eV) = 7.5 / 7.5


Here is the ion C6H11N4 with charge +1 at a distorted geometry from the Open Molecules 2025 dataset. Energies are from wB97M-V/def2-TZVPD.

Each atom is followed by the atoms it is bonded to, with distances in Å.
Positions of all 21 atoms, in Å:
1 N -0.418 2.395 1.961  N4 1.234, C9 1.373
2 N 0.121 0.751 0.575  N3 1.313, C9 1.359, C10 1.503
3 N 0.674 1.573 -0.286  N2 1.313, C5 1.338, H18 1.244
4 N -0.027 3.226 1.137  N1 1.234, C5 1.384
5 C 0.728 2.872 0.032  N3 1.338, N4 1.384, H14 1.102
6 C 0.848 -1.000 -0.916  C10 1.643, H11 1.134, H13 1.088, H16 1.157
7 C 0.101 0.266 2.887  C9 1.299, H12 1.075, H17 1.047
8 C -1.588 0.125 -1.099  C10 1.499, H15 1.047, H20 1.168, H21 1.039
9 C -0.013 1.086 1.885  N1 1.373, N2 1.359, C7 1.299
10 C -0.495 -0.377 -0.205  N2 1.503, C6 1.643, C8 1.499, H19 1.115
11 H 1.552 -0.540 -1.676  C6 1.134
12 H 0.129 0.684 3.877  C7 1.075
13 H 1.560 -1.103 -0.100  C6 1.088
14 H 1.254 3.577 -0.633  C5 1.102
15 H -1.820 1.137 -0.961  C8 1.047
16 H 0.360 -1.929 -1.405  C6 1.157
17 H 0.086 -0.774 2.772  C7 1.047
18 H 1.079 0.910 -1.256  N3 1.244
19 H -0.743 -1.238 0.460  C10 1.115
20 H -1.368 -0.123 -2.219  C8 1.168
21 H -2.489 -0.361 -0.922  C8 1.039

- energy above the lowest of the compared OMol25 structures with the same formula, charge and spin (kcal/mol) = 148.59
- SMILES = C=C1N=[N+]=CNN1C(C)C
- highest occupied orbital energy (eV) = -13.08
- charge = +1
- E_LUMO (eV) = -5.570
- DFT total energy (hartree) = -453.781453
- gap between HOMO and LUMO (eV) = 7.5